No. 1
12
Properties=species:S:1:pos:R:3:nbo_charge:R:1 method="wB97M-V/def2-TZVPD" orbital_gap_ev=8.3568 lumo_energy_ha=-0.0158
H 0.3424 -0.8645 -1.1957 0.293
C 0.6790 -0.8125 0.9733 -0.247
C -1.3919 -0.1485 -0.1240 0.417
Cl 1.2045 2.6674 -3.1331 0.065
C 0.7432 1.2997 -2.2782 -0.383
H 0.0292 -1.1059 3.0115 0.239
S 0.7347 1.4295 -0.6169 0.411
S -1.8030 -0.3177 1.6070 0.260
O -2.1876 0.0750 -0.9837 -0.497
H 1.7142 -1.0980 1.0327 0.235
C -0.1676 -0.8163 1.9975 -0.326
C 0.1029 -0.3082 -0.2903 -0.466

=====

No. 2
19
Properties=species:S:1:pos:R:3:nbo_charge:R:1 method="wB97M-V/def2-TZVPD" relative_energy_kcal_mol=9.45 orbital_gap_ev=9.5255 lumo_energy_ha=-0.0146
C 0.0728 -0.9085 -1.5001 0.597
C 1.5409 0.6624 0.2014 -0.028
O 3.4576 1.9185 -1.8583 -0.507
H -1.5812 -0.6310 -0.2739 0.236
C 1.3724 1.0459 -1.0800 -0.168
H 2.2768 0.8051 0.8735 0.220
O 1.8470 1.3536 -3.3102 -0.474
C 0.0913 0.6171 -1.9168 0.020
C 0.6053 0.8731 -3.3763 0.779
C 2.3849 1.4861 -2.0862 0.767
O -1.0759 1.2602 -1.6200 -0.678
C 0.3166 -0.0288 0.8230 -0.456
H -1.8697 0.7394 -1.7878 0.492
H -0.5349 -2.0046 0.1922 0.249
H -0.2960 0.7497 1.1692 0.239
H 0.6417 -0.3657 1.7374 0.229
O 0.3288 -1.8736 -2.1933 -0.499
O 0.0316 0.7279 -4.3984 -0.498
C -0.5215 -0.9410 -0.1149 -0.519

=====

No. 3
73
Properties=species:S:1:pos:R:3:mulliken_charge:R:1 method="wB97M-V/def2-TZVPD" relative_energy_kcal_mol=12.35 orbital_gap_ev="7.5881 / 7.6657" multiplicity=2 total_charge=-1 lumo_energy_ha="0.0941 / 0.0941"
C -0.8935 2.8862 -1.2032 -1.666
C -1.2777 0.1534 3.7954 -0.958
C -2.5685 3.1532 2.2095 -1.825
H -1.9131 -4.2295 -5.0546 0.360
H -0.9975 3.7609 -0.5558 0.205
S 3.9189 -0.8824 1.4896 0.972
H 1.9332 1.9329 1.7075 0.296
C -0.9132 -0.2984 2.5323 0.551
O 0.0767 -1.6631 -1.6451 -0.597
C 1.6649 3.8712 2.5832 -0.845
C 1.2197 2.6777 2.0386 -1.036
H -0.8276 -2.7031 5.5454 0.372
C -1.5940 -3.1954 -5.0372 -0.645
C -2.0029 1.9014 -0.9663 1.071
H -3.1280 2.6096 -2.6343 0.441
C -0.4971 -2.4829 3.4454 -0.701
C -0.7718 -0.5401 -4.9733 -0.292
H -0.4533 0.4902 -4.9309 0.459
H 2.7265 4.0540 2.6825 0.460
H -2.8492 2.1058 2.2863 0.280
F 5.1012 -2.8946 -3.0520 -0.219
N 0.7002 0.2230 -2.7526 -0.798
H 0.0863 2.4453 -1.0172 0.243
P -0.4892 0.7935 1.1397 1.680
H -1.0547 -2.0400 0.3336 0.522
C -0.8680 -2.0276 4.6991 -0.675
S 4.2239 -1.2010 -1.2665 1.089
C 5.3273 -2.6016 -1.7642 0.519
H -2.9976 -0.6277 1.0680 0.455
C -0.5233 -1.6408 2.3320 0.702
H -0.7637 -3.3225 -3.0426 0.457
F 3.1322 -2.6766 3.2381 -0.240
O 4.5592 -0.1413 -2.1610 -0.706
C -0.6173 4.5611 2.8568 -0.812
C 0.7370 4.8194 2.9859 -0.657
F 2.9232 -3.3106 1.1777 -0.193
H -4.9904 1.0222 -2.3365 0.377
H -1.5526 -0.3523 5.8635 0.409
H -4.9142 -0.6227 -0.4701 0.429
C -3.1073 1.8987 -1.8153 -0.677
F 6.6210 -2.2989 -1.6301 -0.229
C 3.6985 -2.6389 2.0283 0.656
C -1.4101 -1.0489 -6.0901 -0.595
F 4.8789 -3.2669 2.1039 -0.256
C -3.0275 0.0831 0.2513 -0.709
C -0.1603 -2.0658 0.9659 -1.359
O 2.5588 -0.4169 1.3032 -0.624
C -4.1114 0.0903 -0.6101 -0.968
C -1.8234 -2.3763 -6.1290 -0.457
H -0.9044 3.2222 -2.2405 0.480
N 4.7783 -0.9260 0.1896 -0.557
F 5.0775 -3.6940 -1.0382 -0.219
O 1.2142 0.5677 -1.6470 -0.310
H -0.1706 -3.5075 3.3131 0.444
H -2.3247 -2.7649 -7.0056 0.373
C -4.1531 1.0070 -1.6505 -0.728
H -1.3366 5.3049 3.1820 0.426
H -2.9448 3.5035 1.2446 0.328
O 4.6700 -0.2885 2.5494 -0.721
C -1.0840 3.3620 2.3249 1.219
C -1.2742 -0.7103 4.8804 -0.804
O 2.9136 -1.7951 -1.3051 -0.602
H 0.2407 -3.0825 0.9328 0.390
H -1.5252 1.1956 3.9480 0.266
Co 0.9442 -0.8252 -0.1393 0.277
H -1.5897 -0.3959 -6.9344 0.365
C -1.9698 0.9788 0.0877 0.791
H 1.0656 5.7629 3.4045 0.372
C -0.5415 -1.3826 -3.8914 0.136
C -0.1450 2.4091 1.9065 1.158
C -0.9513 -2.7068 -3.9079 -0.437
N 0.1088 -0.9078 -2.7214 1.553
H -3.0872 3.7074 2.9933 0.532

=====

No. 4
91
Properties=species:S:1:pos:R:3:mulliken_charge:R:1 method="wB97M-V/def2-TZVPD" relative_energy_kcal_mol=27.89 orbital_gap_ev=10.8657 lumo_energy_ha=-0.0133
O 3.2244 -4.2504 2.1586 -0.419
O 4.4554 3.8757 -2.2073 -0.359
O 1.9289 -2.9198 6.0929 -0.450
C 2.0994 -2.3252 4.8478 1.351
C -2.9527 1.0938 -2.4579 0.141
H -1.4200 3.1910 -0.6164 0.012
H 6.3488 6.6025 -2.3400 0.389
C 3.6025 -2.0274 4.8136 -0.308
H -1.9219 0.3421 0.6575 0.377
H -0.3822 -3.6972 2.7776 0.321
O -4.1787 2.5684 -3.7172 -0.363
H 6.9144 5.0433 -2.6283 0.366
O 1.4950 -5.6254 2.2119 -0.439
H 1.2059 5.0658 1.8965 0.289
H 1.0952 5.7055 0.1967 0.044
O -0.2053 -3.4418 -1.3565 -0.512
C 2.7736 -5.4552 2.5580 0.587
H -0.4975 -0.2317 1.4834 0.415
O -7.0876 -3.9243 -1.7040 -0.551
C -0.6373 4.5933 0.8539 0.434
H 1.3985 -0.2893 5.2475 0.437
C 5.9954 5.6202 -2.6837 -1.451
O 2.5352 2.6976 -1.9978 -0.491
H -5.9885 0.4976 -4.1751 0.395
H -3.4669 -4.9565 -0.2609 0.182
O 4.1361 -2.8295 5.8460 -0.332
C 3.1451 3.7148 -1.9255 0.563
C 3.5302 5.9496 -1.9315 -0.441
H 3.4105 6.7509 -1.2002 0.318
C -1.3783 6.6490 1.4621 0.610
O -2.1281 7.5163 1.7716 -0.531
C -3.7090 -3.4441 -1.7747 0.097
C -5.9035 -4.0134 -1.6088 0.528
H 3.4474 6.4844 -2.8843 0.287
C 1.2722 -0.4537 -0.6231 -0.210
H 2.7339 -3.5723 0.3481 0.363
H -3.1402 -5.5899 -3.1721 0.385
H -0.5875 -3.1803 1.1060 0.116
H 3.9406 -2.2314 3.7969 0.263
H -3.2210 -3.2704 -2.7345 0.295
H -0.4469 4.5792 -1.2688 0.577
H -3.1177 -2.9121 -1.0260 -0.218
H 1.5514 -0.3819 0.4321 0.064
H 1.9064 0.1950 -1.2200 0.319
H 1.9332 -3.0761 4.0637 -0.566
H 5.1262 5.1429 -0.7492 0.272
C 0.1181 -2.2981 -1.2076 0.359
O -0.8312 -1.3465 -1.0025 0.018
O -5.0513 -2.9843 -1.7921 -0.351
C -0.2052 -0.1085 -0.6779 0.927
H -0.6999 3.8950 1.6949 0.220
H 3.7937 -0.9575 4.9451 0.300
O 1.3646 -1.8356 -1.0486 -0.349
H -3.5132 -6.8811 -2.1775 0.376
C 2.2347 -3.6427 1.3164 0.177
C -4.9754 0.2511 -3.8720 -1.253
O 3.4025 -6.2360 3.2005 -0.549
C 0.5663 5.5047 1.1322 -0.025
C -0.2441 -3.9992 1.7402 -1.154
H 0.3561 3.2585 -0.4659 0.167
H -5.0592 1.5436 -2.1695 0.291
O 2.5732 4.9270 -1.6943 -0.216
H 0.1705 -1.4966 4.7694 0.374
H -2.9914 1.3173 -1.3897 0.056
H 2.0054 -2.6178 1.6187 -0.154
O -1.7379 5.5031 0.8569 -0.388
C -2.9039 2.9513 -3.7327 0.595
C 1.1816 -1.1286 4.5873 -1.362
O 3.2719 -3.8253 7.6596 -0.509
H -1.9792 -5.8989 -1.9032 0.278
H -4.9358 -0.6593 -3.2679 0.229
H 1.2310 -0.7674 3.5597 0.186
C 1.0540 -4.5976 1.3132 0.611
C 4.8333 5.2128 -1.8030 0.413
H -4.3669 0.0344 -4.7522 0.345
O -0.0388 6.6986 1.5720 -0.380
H -2.6574 0.0597 -2.6321 0.142
H 0.9639 -5.0813 0.3400 0.364
C -0.5656 3.8463 -0.4717 -1.016
C -3.0424 -5.9005 -2.1236 -1.394
C -0.8327 0.3627 0.6280 -1.541
O -5.2293 -5.1400 -1.3747 -0.379
O -2.1296 2.0183 -3.1309 -0.306
C -3.8313 -4.8829 -1.2862 0.767
C 3.1143 -3.2418 6.6482 0.505
C -4.3858 1.3402 -3.0017 0.292
H -0.5880 1.4013 0.8646 0.185
H 5.6527 5.7638 -3.7075 0.338
H -0.4326 0.6212 -1.4608 -0.051
H -1.0171 -4.7401 1.5054 0.266
O -2.4774 3.9766 -4.1656 -0.557

=====

No. 5
56
Properties=species:S:1:pos:R:3:nbo_charge:R:1 method="wB97M-V/def2-TZVPD" relative_energy_kcal_mol=0.00 orbital_gap_ev=8.7533 lumo_energy_ha=0.0118
C 0.4066 -3.1348 -3.8187 -0.221
H -2.9962 1.7176 2.3544 0.226
O -5.1103 4.3336 2.2611 -0.524
O -1.0594 0.0508 2.3010 -0.972
O 2.3727 1.8173 2.3819 -0.645
H -2.0699 5.7578 2.3914 0.202
C 0.3435 -4.0789 -4.8255 -0.025
N -2.3643 3.6999 2.2830 -0.446
H 3.7749 -2.7705 -3.6871 0.224
S 0.0236 -0.5508 1.5611 2.161
H -0.4809 -2.7574 -3.3384 0.252
H 4.4265 -0.3124 0.1600 0.227
N 0.8567 1.4293 4.0157 -0.593
H 2.3621 -0.7390 2.0276 0.263
H 1.3480 -1.0519 3.4692 0.262
C -1.0093 3.3660 2.6542 -0.216
H -0.7777 4.3409 4.5818 0.212
N 0.7030 -1.1266 -1.7479 -0.438
C 1.7139 -1.6729 -2.3558 0.457
C -4.6553 3.0429 1.9177 -0.070
C -3.3559 2.7048 2.6489 -0.261
C 1.2385 -0.2645 -0.8340 0.032
C 3.7141 0.3990 -0.2565 -0.687
O -0.1107 -1.9299 1.2018 -0.918
H -3.9498 5.3169 0.8723 0.164
C 2.6073 -0.3207 -0.9308 0.292
Cl -1.1950 -4.6695 -5.3401 0.012
C 1.6528 -2.6617 -3.4094 -0.025
H -1.4180 2.6920 4.6660 0.199
H 3.3342 1.0380 0.5365 0.269
C 1.4954 -4.5622 -5.4311 -0.227
C -2.8179 5.0173 2.6820 -0.251
H 3.6267 -4.4609 -5.4826 0.220
C -4.1358 5.3030 1.9568 -0.069
H -2.9918 5.0897 3.7700 0.165
H -0.5931 0.6914 -0.3532 0.276
C 0.3773 0.4875 0.0906 -0.670
C 2.7281 -4.0872 -5.0155 -0.198
H 0.1353 0.7915 4.3197 0.409
H -0.3438 4.0843 2.1645 0.192
C 1.6388 1.0573 2.9907 0.662
H -0.8155 2.3735 2.2420 0.213
C -0.6969 3.3376 4.1609 -0.432
H 0.8387 1.3952 0.4668 0.271
O 2.9036 -1.2172 -1.9031 -0.404
H -5.4532 2.3540 2.1992 0.192
H 1.4508 3.3857 3.8624 0.231
H 1.4238 -5.2998 -6.2147 0.229
H -4.4848 2.9858 0.8326 0.165
H 4.2500 1.0142 -0.9792 0.233
C 1.5198 -0.3984 2.6195 -0.743
H 0.9430 2.8834 5.4930 0.200
H -4.5519 6.2631 2.2680 0.190
C 0.7117 2.8107 4.4248 -0.225
C 2.8152 -3.1418 -4.0111 -0.203
H -3.5609 2.7030 3.7337 0.162

=====

No. 6
26
Properties=species:S:1:pos:R:3:nbo_charge:R:1 method="wB97M-V/def2-TZVPD" relative_energy_kcal_mol=80.86 orbital_gap_ev="8.1941 / 8.1933" lumo_energy_ha="-0.0217 / -0.0217"
H -2.9813 1.2467 3.1709 0.242
H -0.9652 0.2725 -3.4633 0.222
H 3.1563 -0.5508 -1.8829 0.221
C -0.4897 -0.3110 0.9721 -0.571
O -0.0972 -1.2121 3.8519 -0.933
H -1.6842 0.3863 -1.2462 0.199
C 1.5993 -0.2586 -0.6536 -0.167
S -0.4100 1.1674 1.9602 0.369
C -1.0819 0.7918 3.4901 -0.018
H 0.1181 -0.9216 1.6528 0.299
H -1.5112 -0.6538 0.8758 0.230
H 2.7288 0.1182 -4.8193 0.226
C 0.2341 -0.1403 -0.3199 -0.083
H 2.4540 -0.4776 0.0048 0.216
H -2.5461 -0.4668 2.7343 0.248
C 2.1088 -0.2900 -1.9350 -0.238
H 1.3624 -0.9268 -5.0482 0.220
Br -0.3372 1.8946 4.8754 0.154
H 0.3097 -0.8998 4.6369 0.431
C 1.2588 -0.0807 -3.0485 0.025
H 1.0522 0.7515 -4.9143 0.219
C -2.4713 0.3078 3.4569 -0.720
C 1.6696 -0.0007 -4.5350 -0.636
H -2.8106 -0.2140 4.3504 0.253
C -0.5368 0.2533 -1.4229 -0.164
C -0.1292 0.2144 -2.7433 -0.244

=====

Record order is preserved below.
Electronic energy: -1524.03502 -684.60795 -4855.49030 -2672.25997 -2176.57206 -3436.13984 a.u.